[1]
Entry from the Open Molecules 2025 dataset: a cluster of 3 separate species, CHCl2N3O2 in total in a non-equilibrium geometry (wB97M-V/def2-TZVPD).

For the HOMO energy, the calculation gives -0.392 Eh. Its SMILES is N#[N+][O-].O=C=NCl.Cl. As for the lowest unoccupied orbital energy: -0.03 eV. The energy is -1273.73035 Ha.

Last column: natural (NBO) charge in e.
Element x y z (Å)
1 C 0.62 -0.29 -1.08  0.844
2 N 3.39 1.13 0.82  0.437
3 N 0.79 -0.94 -0.09  -0.607
4 N 3.99 0.24 0.56  -0.105
5 O 0.39 0.54 -1.85  -0.474
6 O 2.75 2.04 1.09  -0.332
7 Cl 1.29 -2.47 0.37  0.237
8 Cl -6.68 0.32 -0.37  -0.265
9 H -6.54 -0.58 0.53  0.265

---

[2]
Entry from the Open Molecules 2025 dataset: the molecule CHCl2NO2 in a non-equilibrium geometry (wB97M-V/def2-TZVPD).

For the HOMO energy (spin up / spin down), the calculation gives -0.386 / -0.399 Eh. As for the lowest unoccupied orbital energy (spin up / spin down): -2.95 / -2.84 eV. The energy is -1164.09620 Ha.

Last column: natural (NBO) charge in e.
Element x y z (Å)
1 C -0.04 -0.15 -0.67  -0.155
2 N -0.03 1.09 -0.07  0.445
3 O 0.57 2.05 -0.57  -0.362
4 O -0.67 1.10 0.95  -0.352
5 Cl -0.70 -1.40 0.09  0.446
6 Cl 0.50 -2.26 1.95  -0.266
7 H 0.36 -0.43 -1.67  0.245

---

[3]
Entry from the Open Molecules 2025 dataset: the molecule CHCl2O2P in a non-equilibrium geometry (wB97M-V/def2-TZVPD).

For the HOMO energy, the calculation gives -0.377 Eh. Its SMILES is O=POC(Cl)Cl. As for the lowest unoccupied orbital energy: 0.12 eV. The energy is -1450.91631 Ha.

Last column: natural (NBO) charge in e.
Element x y z (Å)
1 C 1.08 -0.17 0.06  -0.020
2 O -2.79 0.93 -0.41  -1.010
3 O -0.41 0.57 -0.44  -0.873
4 P -1.80 0.10 0.24  1.510
5 Cl 1.33 -1.45 -1.05  0.085
6 Cl 0.86 -0.65 1.68  0.071
7 H 1.75 0.67 -0.07  0.236

---

[4]
Entry from the Open Molecules 2025 dataset: a cluster of 2 separate species, CHCl2OPS in total in a non-equilibrium geometry (wB97M-V/def2-TZVPD).

For the HOMO energy, the calculation gives -0.394 Eh. As for the lowest unoccupied orbital energy: -0.29 eV. The energy is -1773.84125 Ha.

Last column: natural (NBO) charge in e.
Element x y z (Å)
1 C 1.76 0.76 -0.43  -0.239
2 O -0.94 0.90 -0.50  -1.023
3 P -0.70 -0.19 0.41  1.589
4 S 2.23 1.36 -1.77  0.208
5 Cl 0.42 -1.66 -0.31  -0.221
6 Cl -2.60 -0.84 0.86  -0.288
7 H -0.17 -0.33 1.74  -0.027

---

[5]
Entry from the Open Molecules 2025 dataset: the molecule CHCl2OPS in a non-equilibrium geometry (wB97M-V/def2-TZVPD).

For the HOMO energy, the calculation gives -0.369 Eh. Its SMILES is O=P(Cl)(Cl)C=S. As for the lowest unoccupied orbital energy: -2.13 eV. The energy is -1773.89430 Ha.

Last column: natural (NBO) charge in e.
Element x y z (Å)
1 C 1.17 -0.27 0.14  -0.689
2 O -1.41 -0.69 -1.25  -0.998
3 P -0.66 0.06 -0.22  1.709
4 S 2.08 -1.11 -0.87  0.289
5 Cl -1.29 -0.10 1.62  -0.220
6 Cl -1.30 2.16 -0.62  -0.329
7 H 1.41 -0.04 1.20  0.238

---

[6]
Entry from the Open Molecules 2025 dataset: the molecule CHCl3 in a non-equilibrium geometry (wB97M-V/def2-TZVPD).

For the HOMO energy, the calculation gives -0.411 Eh. Its SMILES is ClC(Cl)Cl. As for the lowest unoccupied orbital energy: 0.60 eV. The energy is -1419.26745 Ha.

Last column: natural (NBO) charge in e.
Element x y z (Å)
1 C 0.04 -0.08 0.01  -0.280
2 Cl -1.29 -0.51 1.08  0.040
3 Cl 1.49 0.67 0.70  0.024
4 Cl -0.67 0.90 -1.32  -0.009
5 H 0.43 -0.98 -0.47  0.226

---

The energy relative to the best compared isomer or geometry (same formula, charge and spin) results, record by record, are as follows: 0.000 5.210 0.705 2.185 0.742 0.121 eV.